[1]
This record from the OMol25 dataset describes a 2-piece molecular cluster, C10H26BN2O overall. The level of theory is ωB97M-V/def2-TZVPD.

Element x y z (Å)
C: 0.323 4.118 -0.048
C: -1.120 3.440 -0.468
O: -1.935 3.263 0.780
B: -3.341 3.380 0.255
N: -3.899 4.786 0.137
H: 1.107 3.228 0.026
H: 0.230 4.707 0.959
H: 0.624 4.854 -0.920
H: -1.706 4.151 -1.226
H: -1.035 2.380 -0.958
H: -3.873 2.382 -0.064
H: -3.666 5.081 -0.856
H: -4.940 4.713 0.214
C: 0.800 -4.508 0.665
C: -0.389 -3.553 0.602
C: -0.229 -2.457 -0.458
N: 0.421 -1.137 0.011
C: -0.651 -0.190 0.532
C: 1.541 -1.267 1.048
C: 2.760 -1.638 0.237
C: 2.630 -0.810 -1.026
C: 1.151 -0.490 -1.195
H: 1.593 -4.128 1.313
H: 0.491 -5.475 1.074
H: 1.225 -4.691 -0.328
H: -0.626 -3.153 1.592
H: -1.255 -4.160 0.306
H: -1.223 -2.180 -0.833
H: 0.338 -2.836 -1.311
H: -1.140 -0.662 1.391
H: -1.368 -0.003 -0.271
H: -0.180 0.752 0.835
H: 1.685 -0.281 1.506
H: 1.265 -1.973 1.832
H: 2.764 -2.702 -0.019
H: 3.687 -1.428 0.775
H: 3.030 -1.348 -1.894
H: 3.201 0.119 -0.933
H: 0.723 -0.877 -2.127
H: 0.984 0.596 -1.155

Output
* charge: +1
* E_LUMO: -2.3799 eV
* orbital gap: 0.365 Ha

Here are the Mulliken charges for atoms 1 to 2, given in e: -0.823 -0.019

[2]
This record from the OMol25 dataset describes C20H24O6 in the gas phase. The level of theory is ωB97M-V/def2-TZVPD.

Element x y z (Å)
O: 0.807 -1.162 -2.676
O: -5.064 2.311 0.672
O: -2.836 2.439 1.283
O: 0.986 4.059 2.413
O: 1.010 -1.688 -0.434
O: -1.588 -1.134 -1.525
C: 1.109 -1.943 -1.782
C: -3.927 1.869 0.667
C: -4.328 -0.368 -0.360
C: 1.561 -3.279 -2.167
C: 2.575 -3.538 -3.095
C: 0.557 1.270 1.820
C: 0.792 -0.030 1.321
C: -3.502 0.677 -0.032
C: 3.216 -2.447 -3.834
C: 2.989 -4.973 -3.383
C: 1.395 -1.117 2.220
C: -1.173 4.713 1.661
C: 0.985 1.776 3.163
C: -0.305 2.279 1.057
C: -0.239 3.542 1.930
C: -1.715 1.587 1.106
C: 0.377 3.149 3.309
C: 0.369 -0.422 -0.104
C: -1.998 0.759 -0.155
C: -1.188 -0.570 -0.245
H: -0.936 -0.888 -2.222
H: -5.359 -0.321 -0.094
H: -3.934 -1.257 -0.797
H: 1.054 -4.103 -1.660
H: 4.169 -2.764 -4.355
H: 2.536 -2.047 -4.592
H: 3.484 -1.669 -3.120
H: 2.193 -5.665 -3.133
H: 3.846 -5.219 -2.748
H: 3.326 -5.078 -4.399
H: 2.369 -1.435 1.841
H: 0.707 -1.969 2.299
H: 1.553 -0.720 3.226
H: -0.640 5.656 1.793
H: -1.553 4.703 0.658
H: -2.068 4.659 2.300
H: 2.047 1.766 3.256
H: 0.546 1.159 3.929
H: 0.013 2.518 0.035
H: -1.724 0.958 1.989
H: 0.098 3.518 4.291
H: 0.717 0.357 -0.820
H: -1.761 1.317 -1.064
H: -1.544 -1.235 0.555

Output
* SMILES: C=C1C(=O)O[C@H]2[C@H]1[C@@H](O)[C@H](OC(=O)C=C(C)C)C(C)=C1C[C@H]3O[C@@]3(C)[C@@H]12
* charge: 0
* E_LUMO: 0.4057 eV
* orbital gap: 0.344 Ha

Here are the Mulliken charges for atoms 1 to 2, given in e: -0.661 -0.637